Record 1
{
  "formula": "C26H27IN8O5STi",
  "method": "wB97M-V/def2-TZVPD",
  "e_above_lowest_ev": 4.109,
  "homo_lumo_gap_ev": 5.509,
  "e_homo_ev": -12.5,
  "total_charge": 2,
  "e_tot_ha": -3365.99801,
  "symbols": ["Ti", "C", "N", "C", "C", "C", "C", "C", "C", "N", "C", "C", "C", "C", "C", "C", "N", "C", "C", "C", "C", "C", "N", "H", "H", "H", "H", "H", "H", "H", "H", "H", "H", "H", "H", "H", "H", "H", "H", "H", "H", "N", "N", "C", "N", "S", "H", "H", "H", "H", "H", "I", "C", "C", "C", "C", "C", "C", "C", "O", "O", "H", "H", "H", "H", "O", "N", "O", "O"],
  "positions_angstrom": [[0.44793, -0.65441, 0.64163], [2.33536, 0.79318, -1.43495], [1.95727, -0.60706, -0.96989], [1.48971, -1.39715, -2.16022], [0.25753, -2.21024, -1.91270], [-0.23188, -3.03588, -2.91598], [-1.28432, -3.88160, -2.63428], [-1.81534, -3.88984, -1.34762], [-1.32399, -2.99703, -0.42876], [-0.32524, -2.13450, -0.71373], [3.19154, -1.23876, -0.40861], [2.88195, -2.50113, 0.34420], [3.81273, -3.51897, 0.47418], [3.49590, -4.62229, 1.24760], [2.24686, -4.69056, 1.84916], [1.36749, -3.64580, 1.65472], [1.68222, -2.56644, 0.93046], [1.14385, 1.70557, -1.44553], [1.22431, 2.89502, -0.84718], [0.08917, 3.83112, -0.61104], [-1.67573, 2.76539, -1.26115], [-1.19114, 1.48163, -1.85348], [0.00119, 1.05101, -1.97684], [2.80119, 0.67494, -2.41692], [3.08153, 1.17606, -0.74389], [2.29590, -2.06580, -2.47250], [1.28603, -0.70841, -2.97464], [0.23837, -3.02543, -3.89005], [-1.67401, -4.54405, -3.39542], [-2.61158, -4.56327, -1.06683], [-1.73197, -2.94820, 0.56952], [3.65564, -0.52261, 0.26893], [3.89459, -1.44033, -1.22009], [4.77100, -3.44175, -0.02138], [4.20959, -5.42524, 1.37273], [1.95445, -5.53943, 2.44988], [0.36814, -3.67718, 2.07459], [2.18518, 3.18477, -0.43802], [0.41690, 4.76707, -0.16670], [-2.75682, 2.84418, -1.34350], [-1.96550, 0.84335, -2.27976], [-0.69789, -1.02509, 2.61687], [-2.04644, -1.39378, 2.84424], [-3.02934, -0.91014, 2.01211], [-4.25609, -0.96085, 2.52925], [-2.73718, -0.39410, 0.45655], [-0.12057, -1.66148, 3.16160], [-0.53766, -0.08438, 2.99858], [-2.27376, -1.44371, 3.82975], [-4.44818, -1.23827, 3.47868], [-5.03309, -0.68071, 1.95337], [-3.24624, 7.62782, -1.52201], [-2.28783, 5.83506, -1.09615], [-2.47956, 5.32857, 0.26859], [-1.99586, 4.20767, 0.80299], [-1.11654, 3.16414, 0.15580], [-0.83258, 3.94272, -1.85310], [-1.56663, 5.23300, -2.03950], [-0.86823, 2.08617, 1.18664], [-1.28120, 2.03131, 2.30322], [-0.09943, 1.00270, 0.76560], [-3.08853, 5.94347, 0.91812], [-2.25021, 4.01035, 1.83479], [-0.32579, 3.68417, -2.78078], [-1.49040, 5.68458, -3.01977], [1.38681, 1.16396, 3.46702], [1.98754, 0.96975, 2.45443], [2.72993, 1.67469, 1.84113], [1.80892, -0.31751, 1.90600]],
  "atomic_forces_ev_per_a": [[-0.54, -0.29, 0.29], [0.06, -0.18, 0.07], [-0.03, 0.01, -0.04], [0.04, 0.09, 0.09], [0.03, 0.07, -0.11], [0.08, -0.06, 0.07], [-0.01, -0.02, 0.00], [0.00, 0.01, 0.01], [0.01, 0.05, 0.00], [-0.07, -0.23, -0.21], [-0.04, 0.04, -0.09], [0.05, -0.02, 0.00], [-0.03, 0.00, -0.03], [0.01, -0.03, 0.01], [-0.03, 0.01, -0.01], [0.00, -0.02, -0.05], [-0.10, 0.12, 0.07], [-0.12, 0.05, -0.06], [0.02, -0.02, -0.03], [0.04, 0.05, 0.04], [0.02, -0.09, 0.03], [-0.07, 0.04, 0.03], [0.11, -0.02, 0.03], [-0.01, 0.07, -0.01], [-0.01, 0.04, -0.02], [-0.03, -0.01, -0.03], [-0.02, -0.01, -0.01], [0.00, -0.02, -0.01], [-0.01, 0.00, 0.00], [-0.01, -0.01, -0.01], [-0.02, 0.01, 0.01], [-0.02, -0.03, 0.04], [0.03, 0.03, 0.03], [0.01, 0.00, 0.00], [0.00, 0.00, 0.00], [0.00, -0.01, 0.00], [0.01, 0.00, 0.02], [0.00, 0.00, 0.01], [0.02, -0.01, -0.02], [0.00, 0.00, 0.00], [0.01, 0.01, -0.03], [0.15, 0.00, -0.07], [0.08, 0.04, -0.11], [-0.11, -0.09, 0.21], [0.03, 0.04, -0.08], [0.23, -0.03, -0.05], [0.02, 0.01, 0.02], [0.00, 0.02, 0.01], [-0.04, 0.01, 0.01], [0.00, -0.01, 0.00], [0.00, 0.00, 0.00], [-0.07, 0.13, -0.03], [0.05, -0.15, 0.09], [0.02, 0.01, -0.07], [-0.01, 0.01, -0.02], [-0.11, 0.11, 0.09], [-0.01, 0.02, -0.08], [0.00, 0.00, 0.04], [0.25, -0.59, -0.10], [-0.06, 0.11, 0.08], [0.04, 0.63, -0.09], [0.00, 0.01, -0.01], [0.01, -0.02, 0.00], [-0.01, 0.00, 0.00], [0.01, -0.01, -0.01], [0.03, 0.12, 0.06], [-0.13, -0.52, -0.26], [0.04, 0.09, 0.09], [0.16, 0.44, 0.17]]
}

---

Record 2
{
  "formula": "C26H27N10O5ReS2",
  "method": "wB97M-V/def2-TZVPD",
  "e_above_lowest_ev": 0.009,
  "homo_lumo_gap_ev": [6.958, 6.604],
  "e_homo_ev": [-11.5, -11.4],
  "total_charge": 1,
  "e_tot_ha": -2805.17260,
  "s_squared": 0.757,
  "spin_multiplicity": 2,
  "symbols": ["Re", "C", "C", "N", "N", "C", "O", "C", "C", "C", "C", "C", "C", "C", "C", "C", "C", "C", "N", "H", "H", "H", "H", "H", "H", "H", "H", "H", "H", "H", "H", "S", "C", "N", "C", "C", "C", "C", "C", "C", "C", "S", "O", "O", "N", "C", "C", "C", "O", "O", "H", "H", "H", "H", "H", "H", "H", "H", "H", "H", "H", "H", "N", "N", "N", "C", "N", "N", "H", "H", "H"],
  "positions_angstrom": [[1.51388, -0.20973, 0.22442], [2.90020, -1.17876, 4.31628], [2.26112, -1.14017, 2.97410], [2.26378, -0.12028, 2.18276], [2.75311, 1.08547, 2.60415], [2.22977, 2.00998, 1.84227], [1.41485, 1.68747, 0.86736], [2.52185, 3.42830, 2.06648], [1.94919, 4.38636, 1.23294], [2.23199, 5.72709, 1.43102], [3.08297, 6.11149, 2.45792], [3.65460, 5.15669, 3.29029], [3.37590, 3.81581, 3.09881], [1.36667, -2.17297, 2.47820], [1.01341, -3.30055, 3.20395], [-0.03442, -4.08745, 2.76511], [-0.71734, -3.71674, 1.61452], [-0.28963, -2.61586, 0.90505], [0.74923, -1.86264, 1.30679], [3.60411, -0.35872, 4.41429], [3.41980, -2.12663, 4.46005], [2.14598, -1.08458, 5.10122], [1.28898, 4.07225, 0.43652], [1.79027, 6.47349, 0.78491], [3.30378, 7.15964, 2.61059], [4.31856, 5.46090, 4.08787], [3.81519, 3.06313, 3.73840], [1.54463, -3.52810, 4.11666], [-0.32778, -4.96790, 3.32028], [-1.56024, -4.28270, 1.24528], [-0.76786, -2.33263, -0.02029], [3.79750, -0.00845, -0.06357], [4.18302, -0.19636, -1.70588], [4.54707, -0.36680, -2.78565], [-5.59499, -1.19131, 1.55168], [-4.87581, -0.94311, 0.25598], [-3.48551, -0.92226, 0.19636], [-2.82589, -0.69979, -1.00344], [-3.56951, -0.48081, -2.15239], [-4.95788, -0.49546, -2.12114], [-5.59840, -0.73284, -0.91888], [-2.73923, -0.12458, -3.66160], [-3.61092, -0.35705, -4.76993], [-1.46248, -0.80035, -3.59086], [-2.49948, 1.47942, -3.59393], [-1.51271, 2.09872, -2.71680], [-0.04854, 1.93804, -3.13975], [0.71875, 0.77243, -2.56660], [1.50321, 0.11384, -3.18513], [0.52078, 0.61514, -1.22683], [-4.89669, -1.30888, 2.37901], [-6.20524, -2.09331, 1.48915], [-6.26430, -0.36326, 1.78774], [-2.91685, -1.07692, 1.10706], [-1.74446, -0.68330, -1.06861], [-5.51827, -0.33093, -3.03168], [-6.68087, -0.75313, -0.88834], [-2.74574, 1.94194, -4.45738], [-1.66376, 1.72339, -1.70355], [-1.76498, 3.15746, -2.69159], [0.50849, 2.82179, -2.81320], [0.04012, 1.88316, -4.22346], [-0.12719, -3.38944, -3.67346], [0.80396, -2.91326, -2.78217], [2.05843, -3.30505, -2.77215], [2.54552, -2.62064, -1.75187], [1.59381, -1.86622, -1.18570], [0.47381, -2.08958, -1.85733], [0.37945, -3.70267, -4.49405], [-0.75167, -2.60863, -3.89147], [3.57087, -2.67263, -1.43672]],
  "atomic_forces_ev_per_a": [[-0.10, -0.02, -0.10], [-0.02, -0.01, 0.00], [-0.03, -0.04, -0.03], [0.04, 0.06, 0.04], [0.01, -0.04, 0.02], [-0.02, 0.02, 0.00], [0.00, 0.02, 0.04], [0.00, 0.00, -0.01], [0.01, 0.00, 0.00], [-0.01, 0.00, 0.00], [0.00, 0.00, 0.00], [0.00, 0.00, 0.00], [0.00, 0.00, 0.00], [0.02, 0.02, 0.02], [0.00, 0.01, -0.01], [0.00, 0.01, 0.00], [0.00, 0.00, 0.00], [-0.02, 0.00, -0.01], [0.03, 0.03, 0.02], [0.01, 0.00, 0.00], [0.01, 0.01, 0.00], [0.01, 0.01, 0.00], [0.00, 0.00, 0.00], [0.00, 0.00, 0.00], [0.00, 0.00, 0.00], [0.00, 0.00, 0.00], [0.00, 0.00, 0.00], [-0.01, -0.01, 0.00], [0.00, 0.00, 0.00], [0.00, 0.00, 0.01], [0.01, 0.00, 0.01], [0.05, 0.03, 0.02], [-0.08, -0.12, 0.01], [0.03, 0.07, -0.01], [0.00, 0.01, 0.00], [-0.02, -0.01, 0.00], [0.01, -0.01, 0.00], [0.01, 0.03, 0.01], [-0.02, 0.01, -0.01], [0.02, 0.02, 0.00], [0.00, 0.00, -0.01], [0.02, -0.04, 0.02], [-0.01, 0.00, 0.00], [-0.01, 0.01, 0.00], [0.01, 0.03, -0.02], [0.00, 0.00, 0.00], [-0.01, -0.03, -0.04], [0.02, 0.04, -0.01], [0.01, -0.01, 0.00], [0.05, -0.01, 0.02], [0.00, 0.00, 0.00], [0.00, 0.00, 0.00], [0.00, 0.00, 0.00], [0.00, 0.00, -0.01], [-0.01, -0.03, 0.01], [0.00, 0.00, 0.00], [0.00, 0.00, 0.00], [0.00, 0.00, 0.00], [0.01, 0.01, 0.00], [0.00, 0.00, 0.01], [-0.02, 0.01, 0.02], [0.01, 0.01, 0.00], [0.01, 0.00, 0.00], [-0.02, 0.02, 0.00], [0.03, 0.03, -0.04], [-0.05, -0.01, 0.01], [0.04, -0.05, -0.06], [0.00, -0.04, 0.03], [0.01, -0.01, 0.01], [0.00, 0.01, 0.00], [0.00, 0.00, 0.01]]
}

---

Record 3
{
  "formula": "C26H27N3O5",
  "method": "wB97M-V/def2-TZVPD",
  "e_above_lowest_ev": 1.061,
  "homo_lumo_gap_ev": 8.958,
  "e_homo_ev": -8.3,
  "e_tot_ha": -1547.46285,
  "symbols": ["C", "O", "C", "C", "C", "C", "C", "C", "O", "N", "C", "C", "C", "C", "C", "C", "N", "N", "C", "C", "C", "C", "C", "C", "C", "C", "O", "C", "C", "O", "C", "C", "O", "C", "H", "H", "H", "H", "H", "H", "H", "H", "H", "H", "H", "H", "H", "H", "H", "H", "H", "H", "H", "H", "H", "H", "H", "H", "H", "H", "H"],
  "positions_angstrom": [[-2.19872, 4.34764, 3.74881], [-1.24612, 3.54186, 4.39639], [-0.53314, 2.64332, 3.65321], [-0.75125, 2.41460, 2.30516], [0.03662, 1.50281, 1.60961], [-0.21419, 1.30155, 0.13299], [0.93675, 1.87825, -0.72582], [0.53638, 1.62475, -2.16868], [-0.31966, 2.28172, -2.72312], [1.14619, 0.53780, -2.71931], [0.72724, -0.21327, -3.81391], [-0.26406, 0.19193, -4.70338], [-0.62138, -0.69455, -5.70415], [0.01309, -1.92194, -5.79172], [1.00732, -2.22703, -4.86646], [1.74770, -3.52639, -4.91459], [1.34514, -1.38591, -3.90250], [-0.47167, -0.08534, -0.22925], [-1.76575, -0.44464, -0.77362], [-1.54231, -1.81950, -1.31506], [-2.39159, -2.67479, -1.98620], [-1.88774, -3.89738, -2.40776], [-0.56956, -4.25665, -2.16184], [0.28524, -3.39863, -1.49102], [-0.22020, -2.18137, -1.07154], [0.46989, -1.05461, -0.41342], [1.65151, -0.97480, -0.13243], [1.04025, 0.83217, 2.27296], [1.26862, 1.03164, 3.63858], [2.29607, 0.29165, 4.12453], [2.69603, 0.36662, 5.47462], [0.47180, 1.93783, 4.34554], [0.69685, 2.18950, 5.68834], [-0.36080, 1.85583, 6.56456], [-2.58707, 5.01492, 4.51704], [-1.74605, 4.94213, 2.94947], [-3.02151, 3.75158, 3.33995], [-1.52404, 2.95139, 1.77902], [-1.12246, 1.85267, -0.13697], [1.87467, 1.39585, -0.46209], [1.00192, 2.94954, -0.53889], [1.85202, 0.05396, -2.17406], [-0.73079, 1.15609, -4.60197], [-1.39119, -0.42495, -6.41273], [-0.24845, -2.63087, -6.56200], [2.40887, -3.59894, -4.05698], [1.04862, -4.36016, -4.90833], [2.33932, -3.58658, -5.82693], [-2.53470, -0.42501, 0.00823], [-2.06187, 0.25588, -1.56469], [-3.41660, -2.40077, -2.18676], [-2.53378, -4.57991, -2.94031], [-0.20915, -5.21622, -2.50155], [1.31517, -3.65344, -1.29935], [1.67330, 0.12590, 1.76227], [2.94224, 1.38823, 5.76855], [1.92982, -0.02847, 6.14697], [3.58553, -0.26059, 5.53900], [-1.24434, 2.47181, 6.38739], [-0.63312, 0.79789, 6.46855], [0.01913, 2.04338, 7.56768]],
  "atomic_forces_ev_per_a": [[-0.18, 0.13, -0.11], [0.42, -0.29, 0.08], [0.06, -0.01, 0.07], [-0.13, 0.15, 0.04], [0.01, 0.01, 0.19], [0.38, 0.17, 0.13], [-0.29, 0.03, -0.08], [0.38, 0.09, 0.29], [-0.29, 0.13, -0.08], [0.38, -0.06, 0.00], [-0.33, -0.04, -0.44], [-0.06, 0.14, 0.04], [0.18, -0.19, 0.08], [-0.05, 0.08, 0.00], [-0.15, 0.00, -0.17], [-0.02, 0.01, -0.04], [0.26, 0.12, 0.24], [-0.18, 0.04, 0.01], [-0.40, 0.06, -0.06], [0.50, -0.11, 0.15], [-0.05, -0.02, -0.02], [-0.17, 0.07, -0.03], [0.16, -0.08, 0.04], [-0.03, 0.11, 0.11], [-0.51, -0.16, -0.21], [-0.12, -0.07, 0.07], [0.36, -0.04, 0.00], [0.03, 0.01, 0.13], [-0.17, 0.13, -0.14], [-0.19, 0.06, -0.23], [0.25, 0.02, 0.39], [-0.06, 0.02, 0.35], [0.09, 0.18, -0.65], [-0.24, -0.12, 0.22], [-0.01, -0.03, -0.09], [-0.02, -0.03, 0.01], [0.05, 0.03, 0.00], [-0.12, 0.08, -0.03], [0.15, -0.09, 0.03], [0.00, 0.03, 0.02], [0.00, -0.02, -0.07], [-0.12, 0.09, 0.05], [0.01, 0.04, 0.02], [-0.05, 0.03, -0.04], [-0.02, -0.08, -0.07], [0.05, -0.04, 0.04], [-0.01, -0.12, -0.02], [0.06, -0.07, -0.05], [0.02, 0.00, -0.07], [0.04, -0.02, 0.06], [-0.11, 0.01, -0.04], [-0.05, -0.06, -0.04], [0.04, -0.08, -0.03], [0.15, -0.02, 0.00], [0.07, -0.07, -0.07], [0.00, -0.13, -0.01], [0.03, 0.04, -0.03], [-0.07, 0.04, 0.02], [0.09, -0.07, 0.03], [0.05, 0.04, 0.00], [-0.06, -0.05, 0.01]]
}